No. 1
Below is a single C3H8N2S molecule at a distorted geometry, with properties calculated with ωB97M-V/def2-TZVPD.

Calculated values
**Structure (SMILES)**: C=NNCCS
**ΔE to the lowest compared entry with this formula, charge and spin**: 103.13 kcal/mol
**HOMO energy**: -8.73 eV
**LUMO**: 0.8 eV
**Max |F|**: 5.74 eV/A
**Energy**: -626.6589 hartree

The geometry in XYZ format:
```
14
Properties=species:S:1:pos:R:3:forces:R:3:lowdin_charge:R:1
C -2.23470 -0.93835 0.40079 -0.67 1.71 0.11 -0.0746
N -1.72825 -0.20628 -0.55102 -2.03 -2.12 0.85 -0.1025
N -1.05611 0.97886 -0.40714 3.14 0.68 -4.76 -0.0908
C 0.02542 1.25663 0.49132 1.06 0.61 1.84 -0.3649
C 1.39943 0.86612 -0.00496 1.39 -2.37 0.56 -0.5398
S 1.59780 -0.96538 0.01900 -1.11 -0.74 -1.85 0.6237
H -2.11231 -0.68745 1.44636 0.63 0.30 0.40 0.0396
H -3.16204 -1.62712 0.38499 2.03 0.68 -1.42 0.0865
H -0.45205 1.08746 -1.43041 -2.97 -0.23 3.14 0.1865
H 0.17882 2.26860 0.81826 -0.79 1.60 -1.12 0.1037
H -0.25276 0.98609 1.46490 -0.04 -1.85 1.51 0.0871
H 2.42368 1.02018 0.55849 -2.47 1.08 -0.92 0.0966
H 1.39996 1.14188 -1.06232 0.81 0.40 0.16 0.0528
H 0.76151 -1.25811 -1.10003 1.00 0.26 1.51 -0.1038
```
Positions in Å, forces in eV/Å.

No. 2
Below is a single C3H8N2S molecule at a distorted geometry, with properties calculated with ωB97M-V/def2-TZVPD.

Calculated values
**Structure (SMILES)**: C[C@@H]1CNSN1
**ΔE to the lowest compared entry with this formula, charge and spin**: 58.59 kcal/mol
**HOMO energy**: -7.86 eV
**LUMO**: 0.9 eV
**Max |F|**: 2.97 eV/A
**Energy**: -626.7299 hartree

The geometry in XYZ format:
```
14
Properties=species:S:1:pos:R:3:forces:R:3:lowdin_charge:R:1
C -0.12373 1.50152 0.66498 0.48 -0.99 -1.15 -0.0618
C 0.42212 0.10202 0.44939 1.07 -2.17 -0.21 -0.4342
C 0.48439 -0.39762 -1.07825 -0.79 -0.36 2.62 -0.2878
N -0.68981 -1.13577 -1.44908 0.67 -0.62 0.89 -0.3873
S -0.98040 -2.13545 -0.10067 0.08 1.21 0.57 0.8156
N -0.48385 -0.82702 1.16520 -0.46 -1.40 -0.08 -0.3008
H -0.65519 1.83505 -0.23313 -0.54 -0.13 0.50 0.0868
H 0.63638 2.19149 0.80040 1.84 1.46 0.08 0.0429
H -0.63852 1.49868 1.58727 -1.23 0.16 0.57 0.0594
H 1.47948 -0.20518 0.79784 -1.30 1.56 -0.15 0.1462
H 0.67473 0.37202 -1.71916 0.30 2.35 -1.80 0.0828
H 1.32601 -1.01496 -1.08545 1.22 -1.35 -0.30 0.0759
H -1.39379 -0.54028 -1.85464 -0.72 -0.10 0.63 0.0705
H -0.05781 -1.24450 2.05530 -0.62 0.39 -2.17 0.0918
```
Positions in Å, forces in eV/Å.

No. 3
Below is a single C3H8N2S molecule at a distorted geometry, with properties calculated with ωB97M-V/def2-TZVPD.

Calculated values
**Structure (SMILES)**: CN/N=C\SC
**ΔE to the lowest compared entry with this formula, charge and spin**: 48.70 kcal/mol
**HOMO energy**: -8.19 eV
**LUMO**: 0.8 eV
**Max |F|**: 1.27 eV/A
**Energy**: -626.7457 hartree

The geometry in XYZ format:
```
14
Properties=species:S:1:pos:R:3:forces:R:3:lowdin_charge:R:1
C 2.33121 -0.09569 -1.88648 -0.04 -0.56 -0.46 -0.1217
N 1.04125 0.16853 -1.29987 -0.03 0.01 0.16 -0.1924
N 0.37715 -0.94608 -0.90748 -1.03 -0.14 0.42 -0.0649
C -0.55430 -0.79384 -0.04197 1.01 0.57 -0.52 -0.5011
S -0.87572 0.76067 0.75382 -0.60 -0.89 0.26 0.8193
C -1.56635 0.00535 2.27637 0.44 0.94 0.31 -0.4108
H 2.15640 -0.60133 -2.85661 0.28 0.50 0.31 0.0780
H 2.75842 0.91047 -2.01801 0.43 -0.70 -0.13 0.0825
H 2.94881 -0.81193 -1.29046 -0.16 0.86 -0.19 0.0807
H 1.07281 0.90625 -0.60022 -0.05 -0.06 0.15 0.0472
H -1.16305 -1.62374 0.27223 0.00 -0.28 -0.04 0.0629
H -0.73887 -0.49294 2.80808 -0.60 -0.32 -0.40 0.0391
H -1.73416 0.90876 2.89247 -0.62 -0.62 -0.16 0.0246
H -2.48097 -0.61831 2.09536 0.97 0.69 0.27 0.0566
```
Positions in Å, forces in eV/Å.